Entry 1:
Formula: C38H47BiN9O4S2Si
Source: the OMol25 dataset
Level of theory: the ωB97M-V functional and the def2-TZVPD basis

Its LUMO energy is 0.0869 Ha. The value obtained for the highest occupied orbital energy is -4.88 eV. The value obtained for the relative energy (zero: lowest compared OMol25 entry of this formula, charge and spin) is 12.9 kcal/mol. Its gap between HOMO and LUMO is 7.2417 eV. As for the charge: -1. The calculation puts the maximum force at 1.08 eV/Å.

Geometry as XYZ:
```
102
Properties=species:S:1:pos:R:3:forces:R:3:lowdin_charge:R:1
H -6.568870 -1.885160 -2.013674 0.000 0.008 -0.024 0.093
C -2.343211 2.110078 3.300215 0.044 0.076 -0.142 -0.016
H -1.310470 2.844569 -3.801679 -0.003 0.008 0.008 0.019
H -3.748777 -5.553877 1.937621 -0.014 -0.009 -0.007 0.054
C -4.687525 -1.518275 -1.057282 0.064 -0.016 -0.031 -0.030
C 2.561337 -3.337905 -2.653536 0.039 0.094 0.110 -0.030
H 4.330302 5.854458 -2.885132 0.001 -0.002 0.007 0.066
H -2.611230 0.050393 -4.346944 0.029 -0.017 0.014 0.007
C 0.208736 -3.694908 -2.873245 0.083 -0.029 -0.068 -0.050
H -4.703822 -2.425497 -0.468105 -0.019 0.010 0.052 0.091
C -0.457975 0.171055 3.564297 0.004 0.056 0.116 -0.151
H 7.804242 2.163018 2.599753 0.003 -0.041 -0.012 0.108
C -2.441394 1.217783 4.353622 0.038 -0.063 0.048 -0.072
C -2.552166 -0.857968 0.124297 0.185 -0.087 0.419 -0.470
H -3.044119 3.736501 1.022290 -0.004 0.006 0.034 0.082
H -2.005199 -3.919025 4.501454 -0.001 0.017 -0.019 0.109
Si -0.283962 0.561062 -3.512231 0.061 0.183 -1.067 0.220
C 2.678680 4.442463 -2.905232 0.006 0.121 0.156 -0.291
O -1.919578 0.152248 0.503534 0.076 -0.363 -0.164 -0.122
C -1.100599 2.885950 1.264699 0.175 0.392 -0.492 -0.276
O 2.351389 0.595855 2.031887 0.248 -0.188 -0.154 -0.160
O -0.289696 0.592046 -1.924594 -0.041 -0.216 0.765 -0.562
H 3.277129 3.539150 -2.808668 0.009 0.000 -0.151 0.061
C -1.281600 1.978612 2.404339 -0.061 -0.296 0.383 -0.250
H 0.755569 4.954003 -2.214402 -0.049 -0.020 0.044 0.133
C 2.276360 -2.325741 -1.734138 -0.313 -0.251 -0.164 -0.278
C 5.922412 1.272109 2.129818 -0.135 -0.045 0.321 -0.279
H 0.318382 -0.582359 3.614213 0.004 -0.016 0.013 0.081
H -2.700467 1.162316 -1.577911 -0.006 -0.018 0.038 0.104
C 6.822800 1.913840 2.983011 0.024 -0.002 -0.016 -0.030
H -1.409542 -0.897320 -5.229723 0.051 0.026 -0.006 0.023
H 3.588356 -3.573586 -2.901059 0.010 0.006 0.029 0.107
H -0.368511 -5.770392 4.020114 -0.004 -0.022 -0.005 0.070
N -2.197334 -3.280795 2.545788 -0.030 0.194 -0.213 -0.133
H 7.188681 2.692890 4.935366 0.010 -0.016 0.002 0.094
C -1.001834 -5.361394 3.230360 -0.026 0.131 0.009 -0.084
H -4.111581 -2.530372 2.262981 -0.029 -0.003 0.080 0.108
H -0.778159 2.185384 -5.358309 -0.008 -0.050 0.006 0.019
C 6.469910 2.206069 4.286559 0.022 0.031 -0.019 -0.107
C 3.334463 -1.642969 -1.000547 0.322 0.212 0.258 -0.085
C 1.319562 -0.071803 -4.320073 -0.065 -0.026 0.300 -0.170
O 6.346775 0.948159 0.900098 -0.168 -0.182 -0.185 0.037
H -1.926977 4.749740 1.954811 -0.037 -0.010 0.020 0.083
H 4.373311 -1.913606 -1.187923 0.006 0.026 0.013 0.124
S 0.081257 -2.464698 1.439746 -0.137 -0.110 0.224 0.641
H 4.943232 2.094013 5.796722 -0.026 0.025 -0.019 0.090
H -4.535747 1.700500 -3.177206 0.003 0.014 0.017 0.102
H 1.412771 0.271095 -5.354289 -0.090 0.046 0.001 0.022
H 5.628203 0.379741 0.504386 0.039 0.131 0.017 0.071
C -2.007134 4.071205 1.102364 0.076 -0.084 0.003 -0.031
C 3.426033 5.637163 -2.313416 -0.040 -0.131 -0.022 -0.091
H -0.430108 -5.344100 2.302574 0.001 -0.050 -0.005 0.058
Bi 0.679767 0.259501 0.113892 -0.711 0.114 -0.238 1.723
N 1.428468 4.202570 -2.219534 0.064 0.106 -0.110 -0.035
C 3.550967 0.421077 1.724597 -0.069 -0.157 -0.138 -0.481
H -1.541279 -0.494538 5.303654 0.053 0.004 -0.002 0.097
H 2.790058 6.525190 -2.324505 0.040 0.031 0.004 0.065
C -0.516450 2.280172 -4.299550 -0.055 -0.141 0.176 -0.173
H -1.866024 -6.014942 3.106705 0.008 -0.014 0.004 0.055
C 1.210216 3.283352 -1.245494 -0.167 -0.210 0.335 -0.774
H -1.895756 -1.369318 -3.595311 -0.034 0.009 -0.051 0.007
H 2.475065 4.620926 -3.964980 0.002 -0.096 -0.008 0.107
N -2.485031 -2.081449 0.635280 -0.374 -0.068 -0.247 0.088
C -5.674260 -0.050344 -2.684632 -0.065 0.021 0.035 -0.103
C -5.721889 -1.214499 -1.929599 0.009 -0.057 -0.023 -0.096
C -3.562425 0.514009 -1.682208 0.002 0.037 0.025 -0.033
C 1.509742 -4.029072 -3.224614 -0.100 0.032 -0.024 -0.075
C 4.287663 1.305286 3.911126 0.073 0.062 0.009 -0.030
C -3.612320 -0.647008 -0.916426 -0.087 0.096 -0.034 -0.129
H -3.940945 -3.698989 3.583230 0.031 0.061 0.018 0.110
C -3.643555 -3.468112 2.558074 -0.064 -0.083 -0.131 -0.213
H -0.980191 -2.359931 -1.666675 0.010 0.024 0.013 0.101
N 0.129273 3.512610 -0.531362 -0.184 0.483 -0.283 -0.011
H -0.514145 -3.343570 3.734021 -0.028 0.056 0.066 0.061
C -1.620594 -2.558254 1.535249 0.096 -0.063 0.273 -0.728
H -3.257312 1.297574 5.061928 -0.023 -0.003 -0.030 0.100
C -4.118607 -4.578861 1.619581 0.051 0.083 0.082 -0.082
C -1.681978 -0.513860 -4.241710 0.116 0.062 0.142 -0.162
H -3.756288 -4.379772 0.612232 -0.018 -0.005 -0.020 0.061
C 4.620274 0.995675 2.595801 0.034 0.052 -0.147 -0.072
S 2.338583 1.986996 -1.047796 0.541 0.388 -0.066 0.632
H -3.088871 2.880209 3.159914 0.023 0.007 0.017 0.101
H 0.401278 2.868045 -4.231117 -0.006 -0.007 0.037 -0.001
C 0.016205 -2.658440 -1.973176 -0.010 -0.073 -0.048 -0.158
C -1.485149 0.225126 4.497576 -0.088 0.037 -0.003 -0.059
H 1.355505 -1.162039 -4.335259 0.037 -0.130 0.028 0.003
H -0.636374 -4.221007 -3.295722 -0.027 0.040 0.020 0.104
H 1.695456 -4.820703 -3.939865 0.025 -0.003 0.011 0.102
H 3.280871 1.082623 4.240749 -0.007 0.008 -0.039 0.112
H -6.495571 0.194243 -3.347952 0.045 -0.008 -0.053 0.093
N 3.031125 -0.810617 -0.079003 -0.196 -0.264 -0.103 -0.127
C -1.415770 -3.932872 3.580682 0.113 -0.150 -0.064 -0.273
H -5.210420 -4.612182 1.602612 0.004 -0.020 -0.013 0.069
H -1.732567 4.600250 0.196000 -0.024 0.030 0.014 0.055
N 1.021386 -1.994876 -1.424429 0.225 0.153 -0.237 -0.002
C 5.206612 1.883522 4.768017 -0.038 0.022 0.076 -0.109
N -0.363051 1.023624 2.560674 -0.030 0.084 -0.098 0.035
H 2.190754 0.287767 -3.764966 0.002 0.014 -0.009 0.008
N -0.137939 2.627530 0.449403 0.016 -0.188 0.207 -0.067
C -4.586139 0.804732 -2.569788 -0.061 -0.005 -0.008 -0.093
N 4.013291 -0.275153 0.667928 0.510 0.158 0.106 0.010
H 3.706038 5.426083 -1.280850 0.005 0.027 0.006 0.074
```
Positions in Å, forces in eV/Å.


Entry 2:
Formula: C38H47ClFN3O5
Source: the OMol25 dataset
Level of theory: the ωB97M-V functional and the def2-TZVPD basis

Its LUMO energy is -0.0288 Ha. The value obtained for the highest occupied orbital energy is -9.04 eV. Its gap between HOMO and LUMO is 8.2518 eV. The calculation puts the maximum force at 2.54 eV/Å. The structure (SMILES) is CCC(=O)OCCc1c(C)c(-c2ccccn2)c2c(c1Cl)C(=O)c1cc(N=C=O)c(F)c(N)c1C2=O.CCCCCC.CCCCCC.

Geometry as XYZ:
```
95
Properties=species:S:1:pos:R:3:forces:R:3:lowdin_charge:R:1
H 7.087031 7.977315 -2.060497 0.011 -0.017 0.043 0.074
H -5.447437 -4.181413 -2.477077 -0.051 0.058 -0.045 0.069
C 0.533338 -2.204766 2.802887 0.265 -1.116 -0.218 -0.456
H -2.102110 -4.059784 0.013326 0.318 0.151 0.042 0.112
H -3.113459 -5.781076 -6.773093 -0.007 -0.015 0.008 0.110
C 0.835967 -0.938600 3.265811 0.885 0.588 0.296 -0.077
C 2.263098 -0.553293 3.639315 -0.253 0.457 -0.072 -0.279
H -2.455877 -8.237965 -6.269335 0.030 0.018 0.038 0.075
C -0.179716 0.021750 3.410989 0.230 -0.439 0.072 -0.006
C -2.244622 -1.727110 -1.383807 0.423 0.586 -0.008 -0.129
C 3.625246 4.012859 -0.420076 0.149 -0.105 -0.047 -0.100
H -3.978942 -6.090074 -3.054407 0.023 -0.005 -0.019 0.101
C -4.251899 -7.202501 -5.632386 0.109 -0.016 -0.087 -0.272
C -4.170639 2.175048 2.330158 -0.057 0.155 0.350 -0.054
C -3.717257 -5.085757 -3.399357 0.037 0.120 -0.049 -0.270
C 5.595225 6.461557 -2.487763 0.028 0.142 0.020 -0.272
H -0.291031 -4.724926 2.288857 -0.403 0.235 0.312 0.075
C -1.763764 -1.627447 2.615060 -0.772 -1.148 -0.390 -0.128
H -1.259587 0.166938 -0.965136 -0.386 0.268 -0.292 0.081
H 3.696418 2.923625 -0.379574 -0.064 0.007 -0.002 0.073
F 3.585534 4.850355 2.900343 -0.278 0.065 0.023 0.099
C -3.157158 1.224497 2.153062 -1.037 1.162 0.006 -0.024
C -4.971064 -4.222113 -3.459051 -0.022 -0.083 0.171 -0.112
C 2.617874 0.908375 3.453691 -0.190 -0.398 -0.132 -0.079
H -3.024820 0.309028 -1.364408 0.341 0.081 -0.220 0.068
H 7.674116 6.641373 -3.054781 0.034 0.039 0.041 0.068
H 1.332499 5.108707 3.049555 0.141 -0.084 0.301 0.092
H -4.836975 -7.521008 -6.499609 -0.035 0.022 0.035 0.104
H 5.872402 6.546150 0.371483 -0.018 0.013 -0.007 0.104
H 7.438446 6.405154 -1.326379 0.006 0.033 0.005 0.065
Cl 1.799870 -3.414854 2.578234 -0.282 0.524 0.035 0.778
C -0.870510 -2.399548 -1.289424 0.179 -0.642 -0.662 -0.463
C -1.490437 -0.353826 3.094420 -0.056 1.135 0.602 -0.049
H 4.668382 0.459159 3.111779 0.034 0.420 -0.045 0.140
C -1.051396 -4.008330 1.974358 -0.358 0.545 -1.413 -0.109
C 1.912430 3.223795 3.363983 -0.169 0.740 0.039 -0.167
H 4.157874 6.503676 0.701763 0.009 -0.023 0.010 0.103
O 6.431071 3.686804 4.851515 -0.405 -1.039 -2.286 0.195
H 0.148004 4.035739 2.886156 -0.216 -0.158 0.630 0.104
H -2.668368 -4.143092 -5.021019 0.001 -0.005 0.032 0.111
C -3.751411 -5.780432 -5.883616 -0.110 0.051 0.017 -0.229
H 5.256368 6.944917 -3.408667 -0.020 -0.051 0.001 0.103
H -2.068741 -4.278773 2.277809 0.521 -0.315 0.287 0.107
N 0.960793 4.253758 3.458524 0.166 0.150 -0.988 0.133
C 1.621165 1.873304 3.564157 -0.788 -0.782 -0.150 -0.019
C 6.055393 3.288066 3.804327 0.624 1.249 1.436 -0.256
H -4.936002 -7.221278 -4.779131 -0.005 0.033 -0.009 0.097
H -5.324315 3.220194 3.871414 0.212 -0.145 -0.185 0.104
C 4.624349 6.827379 -1.365904 -0.083 -0.039 -0.009 -0.230
O 3.082859 -1.331337 4.058445 -0.125 0.094 -0.087 0.085
O -0.197284 -2.598080 -2.263440 -0.208 0.442 0.296 0.143
C 0.205971 1.405326 3.897337 0.798 0.596 -0.294 -0.229
H -1.808878 -0.044985 -2.672752 -0.051 0.315 0.381 0.081
C -4.545229 2.498679 3.632213 0.355 -0.287 -0.281 -0.061
N 5.610107 2.947751 2.700070 -0.257 0.170 1.649 0.171
H -5.703219 -4.619299 -4.163424 0.003 0.041 -0.010 0.066
C 3.926677 1.253749 3.167186 -0.538 -0.314 0.160 0.057
C 4.212107 2.596988 2.979925 0.875 -0.644 -0.473 -0.174
H -3.536746 -9.210341 -5.267971 0.065 -0.004 -0.005 0.069
H -2.035852 -5.708263 -4.578207 -0.003 0.017 -0.018 0.103
H 5.222399 4.300077 0.974100 0.065 0.090 -0.206 0.059
C -0.762079 -2.597725 2.461752 0.292 0.211 0.604 -0.187
H -3.236288 -2.881518 1.560767 0.144 0.260 0.318 0.060
O -0.517897 2.168699 4.488355 -0.289 -0.348 -0.204 0.130
H -4.725411 -3.200015 -3.757803 -0.036 -0.013 -0.048 0.070
H -3.629297 -1.185590 1.661244 -0.164 -0.334 0.471 0.071
H 3.608778 6.570009 -1.681929 0.003 0.001 0.020 0.100
C -2.076411 -0.179210 -1.618204 0.307 -1.211 0.397 -0.068
H 5.568517 5.385394 -2.680081 -0.029 0.003 0.024 0.098
H 2.829687 4.322959 0.263073 -0.028 0.036 -0.043 0.064
H 5.745302 4.287915 -0.692836 -0.001 0.025 -0.003 0.105
H -3.042896 -4.669146 -2.643560 0.028 -0.059 -0.007 0.085
C 3.234031 3.566608 3.073448 0.218 -0.687 0.141 -0.173
H -2.875590 0.978773 1.130130 0.304 -0.210 0.407 0.105
O -0.400399 -2.821057 -0.052544 -0.809 0.017 -0.752 -0.049
C 4.956285 4.646146 -0.025106 -0.157 0.093 0.059 -0.264
H -2.846554 -1.900483 -0.483133 0.144 -0.110 -0.343 0.087
H -0.535562 -4.908450 0.001965 -0.088 0.396 0.043 0.133
H 3.331691 4.285274 -1.435649 -0.047 -0.002 0.027 0.066
C 7.030543 6.896931 -2.210911 -0.003 -0.118 -0.103 -0.113
H -2.719027 -2.116840 -2.294887 -0.076 -0.200 0.523 0.106
N -2.935655 0.935879 4.548408 -0.464 0.148 -0.447 0.142
C -3.192883 -2.017146 2.236675 0.048 0.380 -0.469 -0.010
C 4.918368 6.173820 -0.013770 0.083 0.009 -0.033 -0.224
C -2.595848 0.674095 3.296647 1.177 -1.560 -1.046 -0.262
H -4.662277 2.680070 1.498490 0.209 -0.274 0.043 0.108
C -1.062752 -4.018899 0.382672 0.032 0.038 1.120 -0.139
C -3.127241 -8.208315 -5.408454 -0.139 -0.052 0.055 -0.113
H -4.607151 -5.144838 -6.130380 0.021 0.010 0.001 0.100
C -3.884189 1.847370 4.669175 -0.894 0.639 1.079 -0.137
H -4.187667 2.106419 5.690308 0.209 -0.202 -0.244 0.114
H -3.821388 -2.251883 3.107498 0.173 0.268 -0.175 0.105
H -2.538723 -7.966520 -4.521892 0.027 -0.005 -0.027 0.065
H 4.628858 7.914497 -1.232879 0.014 -0.010 -0.025 0.109
C -2.967145 -5.155047 -4.728547 0.102 -0.077 0.011 -0.225
```
Positions in Å, forces in eV/Å.